Entry 1:
Here is C19H28CdF5O3Te as an isolated structure in a non-equilibrium geometry from the Open Molecules 2025 dataset. Energies are from ωB97M-V with the def2-TZVPD basis set.

The geometry in XYZ format:
```
57
Properties=species:S:1:pos:R:3:mulliken_charge:R:1
Te -5.761 0.529 0.141 1.998
Cd -2.472 1.652 0.393 1.248
F -5.529 -0.343 1.818 -0.424
F -6.315 -1.140 -0.584 -0.427
F -5.299 2.224 0.936 -0.478
F -6.120 1.380 -1.533 -0.434
F -7.560 0.892 0.669 -0.418
O 3.683 0.999 -1.490 -0.468
O -0.658 -0.325 -0.906 -0.302
O -3.972 0.252 -0.277 -0.902
C 1.351 -0.360 -2.188 -0.310
C -2.705 -2.467 -0.243 -0.664
C -3.508 -2.707 1.913 -0.699
C -1.149 0.784 2.926 -0.274
C -0.148 -0.117 -2.252 -0.527
C -1.589 -2.667 0.627 -0.543
C 1.533 -1.143 -0.886 0.032
C -2.782 2.425 2.582 -0.891
C -1.369 2.094 2.375 -0.829
C 5.535 0.645 -2.683 -0.909
C 4.029 0.597 -2.876 -0.258
C -2.087 -2.774 1.966 -0.962
C -3.884 -2.552 0.553 -0.452
C 0.501 -0.414 -0.052 -0.796
C -3.367 1.305 3.276 -0.381
C 5.366 -0.296 -0.302 -1.727
C -2.369 0.321 3.478 -0.513
C 5.117 0.907 -1.202 1.620
C 5.675 2.195 -0.636 -1.684
H -4.891 -2.508 0.174 0.661
H -0.549 -2.765 0.316 0.763
H -0.402 0.917 -2.572 0.234
H 1.777 0.646 -2.060 0.002
H 5.319 2.320 0.389 0.382
H 4.878 -1.196 -0.706 0.365
H -4.390 1.234 3.640 0.397
H 6.765 2.172 -0.611 0.369
H -2.499 -0.617 4.027 0.426
H 0.858 0.601 0.223 0.259
H 5.333 3.043 -1.238 0.379
H 3.722 -0.433 -3.118 0.145
H 6.011 1.474 -3.209 0.308
H -3.241 3.409 2.419 0.638
H -0.579 2.789 2.056 0.641
H -1.463 -2.854 2.862 0.451
H 0.259 -0.906 0.893 0.259
H 4.948 -0.096 0.688 0.381
H 6.438 -0.490 -0.181 0.415
H 1.796 -0.802 -3.087 0.340
H -0.656 -0.829 -2.930 0.225
H 3.612 1.321 -3.589 0.364
H 1.232 -2.191 -1.054 0.365
H -0.187 0.282 2.995 0.417
H 2.536 -1.121 -0.448 0.087
H 6.064 -0.293 -2.876 0.274
H -2.653 -2.274 -1.304 0.406
H -4.186 -2.723 2.757 0.425
```

Computed properties:
Gap between HOMO and LUMO (spin up / spin down), eV: 4.06 / 2.88
Net charge: -1
DFT total energy, Ha: -1901.4371
Spin multiplicity: 1
Maximum force, eV/Å: 2.49
LUMO energy (spin up / spin down), eV: 1.41 / 1.08
Energy relative to the best compared isomer or geometry (same formula, charge and spin), kcal per mole: 31.4
E_HOMO (spin up / spin down), eV: -2.648 / -1.803

Entry 2:
Here is C19H28ClMoO2 as an isolated structure in a non-equilibrium geometry from the Open Molecules 2025 dataset. Energies are from ωB97M-V with the def2-TZVPD basis set.

The geometry in XYZ format:
```
51
Properties=species:S:1:pos:R:3:mulliken_spin:R:1
Mo -0.191 -0.092 2.545 1.908
Cl 0.800 2.014 3.031 0.129
O 2.345 0.663 -1.709 0.003
O -0.290 0.061 -2.371 0.005
C -2.346 0.607 1.978 0.106
C 1.673 -0.197 -0.762 0.011
C -1.414 -1.392 -3.915 0.000
C -2.301 -0.684 2.659 -0.018
C 2.186 1.973 -1.134 0.002
C 0.501 0.574 -0.138 0.085
C 1.133 -1.269 -3.914 0.000
C 1.831 -1.136 2.298 -0.105
C -0.596 1.359 -3.025 0.000
C -2.335 0.996 4.280 0.149
C 0.713 -1.978 1.880 0.111
C -0.165 -0.531 -3.707 0.001
C -0.221 0.854 -4.413 0.000
C -0.045 -2.270 3.072 -0.114
C 1.705 -0.879 3.701 -0.013
C -2.197 -0.404 4.083 -0.120
C 0.831 2.040 -0.392 0.029
C -2.396 1.619 3.000 -0.087
C 0.551 -1.562 4.179 0.079
H 2.970 2.078 -0.359 -0.001
H 0.564 -2.457 0.915 0.002
H 0.967 2.528 0.584 0.000
H -2.522 0.722 0.908 0.002
H -2.314 -0.781 -3.764 0.000
H -1.442 -1.866 -4.909 0.000
H 1.994 -0.674 -3.601 0.000
H 1.100 -2.190 -3.331 0.000
H -0.457 0.272 -0.551 0.027
H 2.402 -0.315 4.316 -0.003
H 1.266 -1.547 -4.965 0.000
H -2.649 2.653 2.825 0.001
H -1.665 1.596 -2.863 0.000
H -2.574 -1.641 2.233 0.011
H 2.452 -0.409 -0.004 0.003
H 2.732 -0.920 1.726 0.001
H -1.426 -2.171 -3.143 0.000
H 0.063 2.190 -2.732 0.000
H -2.540 1.475 5.234 0.009
H -2.194 -1.147 4.873 -0.007
H 0.545 0.424 0.956 -0.218
H -0.964 1.009 -5.199 0.000
H 0.039 2.534 -0.967 0.003
H 0.230 -1.612 5.215 0.014
H -0.846 -2.996 3.166 -0.004
H 0.760 1.269 -4.687 0.000
H 2.341 2.759 -1.882 0.000
H 1.395 -1.151 -1.220 -0.003
```

Computed properties:
Gap between HOMO and LUMO (spin up / spin down), eV: 6.23 / 7.35
Net charge: +1
DFT total energy, Ha: -1419.2693
Spin multiplicity: 3
Maximum force, eV/Å: 2.89
LUMO energy (spin up / spin down), eV: -4.68 / -4.77
Energy relative to the best compared isomer or geometry (same formula, charge and spin), kcal per mole: 39.8
E_HOMO (spin up / spin down), eV: -10.905 / -12.120

Entry 3:
Here is a single C19H28ClNO6 molecule in a non-equilibrium geometry from the Open Molecules 2025 dataset. Energies are from ωB97M-V with the def2-TZVPD basis set.

The geometry in XYZ format:
```
55
Properties=species:S:1:pos:R:3:mulliken_charge:R:1
Cl -1.570 -1.848 7.217 -0.181
O 0.150 2.854 -0.913 -0.743
O 1.255 -0.154 -0.708 -0.307
O 0.734 -2.696 5.684 -0.582
O -1.264 -0.027 -3.797 -0.698
O -0.051 -1.653 1.461 -0.352
O -1.750 -1.031 2.814 -0.618
N 0.130 -2.069 3.621 -0.084
C -1.487 -1.723 -2.008 -1.038
C 2.267 2.429 -5.126 1.265
C -0.096 -2.182 4.989 0.505
C -0.672 -1.527 2.636 0.616
C 2.113 1.830 -6.492 -1.660
C 3.672 2.445 -4.588 -1.472
C 1.265 3.516 -3.087 -0.850
C -0.555 2.069 -1.846 1.335
C -0.046 0.120 -0.235 -0.843
C 2.276 -0.046 0.257 -0.760
C 0.071 -0.409 -3.584 -0.809
C -0.731 -1.157 0.297 -0.347
C -1.414 -1.621 5.465 -0.389
C -1.705 2.746 -2.562 -1.964
C -0.716 -2.226 -0.790 -0.761
C -0.912 -0.404 -2.496 1.414
C 0.842 2.467 -2.074 -0.871
C 1.226 2.919 -4.464 -0.530
C -0.915 0.650 -1.392 -0.062
H -1.974 2.165 -3.441 0.319
H -1.162 -3.146 -0.410 0.438
H 4.069 3.461 -4.590 0.337
H 2.264 0.941 0.733 0.369
H 3.213 -0.179 -0.282 0.260
H 4.322 1.828 -5.203 0.428
H -1.443 -2.459 -2.812 0.454
H 2.738 2.363 -7.208 0.443
H -1.942 0.710 -1.008 1.027
H -2.565 2.801 -1.898 0.438
H 0.799 0.384 -3.670 -0.147
H -1.441 3.756 -2.858 0.419
H 2.433 0.788 -6.483 0.366
H 0.596 4.375 -3.028 0.570
H -1.478 -0.554 5.246 0.300
H 3.709 2.072 -3.566 0.283
H -0.007 0.879 0.560 0.971
H 0.243 2.863 -4.910 0.231
H 0.322 -2.422 -1.061 0.292
H 2.189 -0.818 1.027 0.207
H 0.355 -1.357 -4.026 0.388
H -2.538 -1.573 -1.747 0.309
H 1.080 1.873 -6.826 0.361
H 1.600 1.709 -1.899 0.372
H 1.014 -2.458 3.307 0.221
H -2.245 -2.127 4.974 0.306
H -1.758 -0.915 0.595 0.439
H 2.269 3.857 -2.835 0.386
```

Computed properties:
Gap between HOMO and LUMO, eV: 9.58
DFT total energy, Ha: -1707.1414
Spin multiplicity: 1
Structure (SMILES): CO[C@H]1[C@@H]([C@@]2(C)O[C@@H]2CC=C(C)C)[C@]2(CC[C@H]1OC(=O)NC(=O)CCl)CO2
Maximum force, eV/Å: 1.40
LUMO energy, eV: 0.48
Energy relative to the best compared isomer or geometry (same formula, charge and spin), kcal per mole: 0.0
E_HOMO, eV: -9.098

Entry 4:
Here is a 2-piece molecular cluster, C19H28ClS overall in a non-equilibrium geometry from the Open Molecules 2025 dataset. Energies are from ωB97M-V with the def2-TZVPD basis set.

The geometry in XYZ format:
```
49
Properties=species:S:1:pos:R:3:mulliken_charge:R:1
Cl -3.841 -4.602 2.488 -0.141
S 0.023 0.891 -1.216 -0.089
C -0.402 -1.768 1.638 0.657
C -1.426 1.955 -1.487 -0.746
C -2.318 -2.432 2.991 -0.877
C 0.818 -1.022 1.544 1.068
C -1.795 -3.669 0.976 -0.963
C 1.390 -0.210 2.668 -1.222
C 3.071 0.775 -1.921 -0.094
C 1.804 -1.203 0.552 -0.574
C 2.700 1.915 -0.960 -0.554
C 1.229 2.067 -0.539 -0.661
C 3.006 -0.629 0.952 -0.471
C -1.251 -1.578 2.758 -0.310
C 2.869 0.102 2.233 -0.805
C 4.590 0.577 -2.063 -1.495
C -2.619 1.106 -1.958 -0.559
C -3.968 1.604 -1.455 -0.340
C -0.743 -2.794 0.707 -0.186
C -2.584 -3.495 2.124 0.353
C -5.109 0.600 -1.643 -1.262
H 3.036 2.879 -1.367 0.493
H 1.150 2.021 0.563 0.184
H 3.288 1.760 -0.050 0.076
H -6.043 0.978 -1.209 0.377
H 0.815 0.713 2.819 0.444
H 2.603 0.987 -2.890 0.599
H 0.843 3.047 -0.852 0.510
H -2.626 1.151 -3.055 0.285
H -2.951 -2.290 3.856 0.426
H 1.599 -1.744 -0.372 0.530
H -0.125 -2.950 -0.181 0.357
H -4.888 -0.355 -1.146 0.296
H 3.021 1.185 2.097 0.280
H -1.672 2.484 -0.554 0.388
H -2.463 0.062 -1.659 0.308
H -3.879 1.863 -0.393 0.343
H -1.170 2.708 -2.247 0.407
H 3.949 -0.690 0.420 0.554
H 4.815 -0.308 -2.667 0.355
H -2.016 -4.491 0.304 0.432
H 3.593 -0.216 2.992 0.461
H 1.403 -0.771 3.615 0.507
H 5.040 0.431 -1.074 0.303
H -5.301 0.395 -2.704 0.314
H 2.666 -0.183 -1.552 -0.068
H 5.078 1.425 -2.554 0.399
H -4.195 2.520 -2.013 0.262
H -1.011 -0.799 3.484 0.444
```

Computed properties:
Gap between HOMO and LUMO, eV: 5.73
Net charge: +1
DFT total energy, Ha: -1598.8801
Spin multiplicity: 1
Maximum force, eV/Å: 1.55
LUMO energy, eV: -5.50
E_HOMO, eV: -11.225